Entry 1:
{"formula": "C4H6S2", "method": "ωB97M-V/def2-TZVPD", "symbols": ["H", "H", "C", "C", "S", "H", "S", "C", "C", "H", "H", "H"], "coordinates": [[-0.25556, -1.49215, 1.25131], [-1.98946, 0.12925, 1.08456], [2.19818, -0.00705, 0.17291], [-1.24826, 0.16322, 0.27572], [1.20124, -0.98618, -0.79254], [-2.12484, 1.90432, -0.71634], [3.77050, 0.29020, -0.10255], [-0.40319, -1.06732, 0.29635], [-1.31292, 1.09239, -0.68374], [1.65044, 0.52990, 0.89614], [-0.92337, -1.78030, -0.25935], [-0.56276, 1.22373, -1.42246]], "gap_ev": 8.522, "charge": 0, "e_above_lowest_kj_mol": 128.6, "e_lumo_ev": -0.144, "multiplicity": 1}

=====

Entry 2:
{"formula": "C3H5NO2", "method": "ωB97M-V/def2-TZVPD", "symbols": ["C", "O", "C", "C", "O", "H", "H", "H", "H", "N", "H"], "coordinates": [[-0.65865, -0.78691, 0.11225], [0.21099, -0.78129, -1.02887], [1.27243, 0.02297, -1.03655], [-1.34111, 0.54592, 0.34326], [-1.94927, 0.79500, 1.35255], [-0.13252, -1.10854, 1.01496], [-1.43189, -1.51669, -0.13725], [2.27075, -0.24804, -0.31581], [2.22592, 1.35409, -0.02829], [1.45675, 0.69466, 0.11946], [-1.29796, 1.24580, -0.51766]], "gap_ev": 9.915, "charge": 0, "e_above_lowest_kj_mol": 490.4, "e_lumo_ev": 0.609, "multiplicity": 1}

=====

Entry 3:
{"formula": "C4H8O3S", "method": "ωB97M-V/def2-TZVPD", "symbols": ["S", "H", "O", "H", "H", "C", "H", "H", "H", "C", "C", "O", "O", "H", "C", "H"], "coordinates": [[0.14517, -0.58548, -1.58261], [-1.55315, -1.16710, -0.07291], [-0.21190, 1.46847, 1.20753], [2.33485, -0.11852, -0.72210], [1.35992, 1.40929, -0.91528], [-0.61591, -0.63393, 0.07770], [-0.44057, -1.46676, 2.05633], [1.22795, 0.13572, 1.68343], [-2.23671, 2.14324, 0.39556], [0.19830, -1.37029, 1.15144], [1.63425, 0.41487, -1.33276], [-2.12082, 1.20875, 0.07878], [1.44185, -0.77781, 1.44699], [0.39717, -2.41176, 0.78506], [-0.94148, 0.77168, 0.53077], [2.06387, 0.55436, -2.31776]], "gap_ev": 9.465, "charge": 0, "e_above_lowest_kj_mol": 1.6, "e_lumo_ev": 0.587, "multiplicity": 1}

=====

Entry 4:
{"formula": "C30H54Br2N5PTi", "method": "ωB97M-V/def2-TZVPD", "symbols": ["H", "C", "H", "H", "H", "H", "H", "N", "C", "C", "H", "C", "H", "H", "N", "N", "H", "C", "H", "C", "C", "C", "C", "C", "C", "H", "H", "H", "H", "H", "H", "H", "H", "H", "H", "H", "H", "C", "H", "H", "C", "H", "H", "H", "H", "C", "P", "C", "H", "H", "H", "H", "C", "C", "C", "C", "H", "H", "C", "N", "H", "H", "H", "H", "H", "H", "C", "C", "H", "N", "C", "H", "Br", "C", "H", "C", "H", "H", "Ti", "C", "C", "C", "Br", "C", "H", "C", "H", "H", "H", "H", "H", "H", "H"], "coordinates": [[3.51852, -4.08488, -1.47541], [-0.57276, 3.85540, -0.03109], [-4.83978, 2.25893, 0.62479], [-1.59940, -3.13717, 4.12355], [3.08493, 4.63931, 0.86515], [-0.94894, 4.19176, 0.94102], [-3.63820, 2.25119, -1.49833], [1.32741, 5.43894, 0.01514], [2.10687, -6.10490, -0.32989], [-2.18866, -3.92607, -1.56887], [-1.16052, -4.03223, -1.90782], [2.25064, 4.27489, 0.26782], [1.86701, 2.02489, -4.10954], [2.24456, -6.51053, -1.33232], [0.31526, 2.70488, 0.19279], [0.84784, -0.49002, -0.41766], [1.32736, -6.68057, 0.16389], [1.15130, -1.89606, -0.46280], [-4.12239, 1.30277, 2.64179], [-2.08631, -2.90450, 2.03896], [-2.44574, -2.56042, -0.92771], [-3.92540, -2.36979, -0.59531], [0.11193, 5.00671, -0.75609], [2.60580, -3.73344, -1.01165], [0.17772, 0.21419, -3.17451], [3.69181, 0.94045, 1.39371], [2.95971, -0.63085, 1.04972], [0.47291, 4.70371, -1.74159], [-0.55778, 0.97454, -3.45096], [-3.25237, 2.93498, 0.83270], [-3.08282, -4.62635, 2.83351], [0.67553, 2.38754, -0.71567], [5.06032, 3.47671, -2.77515], [-2.16485, 0.05058, -1.46335], [-0.12198, -4.86509, 0.58248], [-1.54129, -5.00962, 2.10128], [4.76915, 1.86852, -0.99469], [-3.46850, 1.46805, -0.75708], [-4.52222, -2.47620, -1.50136], [0.28852, 0.68381, 5.29109], [0.75977, 1.35521, 4.58258], [-3.02592, -2.34658, 2.15704], [-1.60214, 1.51466, -1.64755], [-0.30840, -0.58530, -2.61568], [-3.83628, 0.00906, 1.48234], [-3.78018, 1.99676, 0.63098], [-1.36201, -2.13731, 0.52872], [0.57632, -4.16147, 0.15292], [3.70158, 3.85993, -3.84652], [1.13200, 3.49124, 1.94527], [0.51406, -0.21816, -4.11690], [1.75479, 1.64914, 4.89607], [3.56620, 0.16842, 0.63212], [-3.53413, 1.02074, 1.76571], [1.75044, 0.35026, -1.16272], [1.76108, -4.64836, -0.38519], [-4.14555, -1.38926, -0.16566], [4.75592, 2.50936, -4.20935], [-2.43299, -4.39542, 1.98957], [-2.07443, 0.93198, -0.96020], [-1.15117, -1.55706, 3.49968], [3.03850, -6.25929, 0.21466], [-4.27599, -3.12150, 0.11083], [4.55899, -0.23987, 0.44363], [2.16651, 2.32893, 1.12633], [-0.17945, -2.97756, 3.09691], [1.36152, 0.78901, -2.44171], [0.25410, -2.80508, 0.11358], [-2.84079, -4.02927, -2.43666], [-2.09219, 0.98610, 2.12732], [1.48673, 3.16224, 0.96620], [-0.54024, 5.87216, -0.86557], [-0.32357, 2.91962, 4.40917], [2.16827, 1.69792, -3.12040], [-1.84543, 1.90884, 2.49247], [3.79276, 1.60388, -1.38407], [-2.41189, -4.75064, -0.89576], [1.04250, 5.85489, 0.90830], [-0.57054, 0.33963, 0.56967], [4.27292, 3.04869, -3.39347], [3.38968, 2.12545, -2.60803], [3.00411, 0.72102, -0.65173], [1.04972, 0.30331, 2.95237], [2.31476, -2.38055, -1.05765], [-4.16062, 0.66215, -1.00149], [-1.19959, -2.61939, 3.25247], [2.62027, 3.95263, -0.70820], [-2.16060, -1.82369, -1.69379], [3.00286, -1.71160, -1.55165], [1.82167, 6.17669, -0.49562], [-2.95235, -4.69976, 1.08576], [-1.98451, 0.37663, 2.93914], [-1.44229, 3.55656, -0.61677]], "gap_ev": [7.275, 7.591], "charge": 3, "e_above_lowest_kj_mol": 4.6, "e_lumo_ev": [-7.956, -7.642], "multiplicity": 2}

=====

Entry 5:
{"formula": "C2H11N2O2", "method": "ωB97M-V/def2-TZVPD", "symbols": ["O", "H", "H", "H", "H", "N", "N", "H", "O", "H", "H", "C", "H", "H", "C", "H", "H"], "coordinates": [[-2.26584, 1.65743, -2.02082], [1.57785, -1.57807, 3.04632], [-1.08109, 1.03807, -0.60136], [-0.15822, -2.12175, -0.80577], [0.74041, -2.17124, -1.97266], [-0.12477, 0.77298, -0.27542], [1.62963, -1.17702, 2.11832], [-2.90296, 2.23970, -1.60372], [0.22724, -1.53083, -1.46582], [-1.86095, 2.12473, -2.77725], [-0.07858, -0.16000, -0.85925], [0.48908, 0.68079, 1.06842], [2.56039, -0.88004, 1.86823], [0.52895, 1.31984, -0.84123], [0.48680, -0.51560, 1.67188], [0.94283, 1.60999, 1.37399], [-0.41303, -1.13428, 1.68765]], "gap_ev": 9.370, "charge": 1, "e_above_lowest_kj_mol": 250.8, "e_lumo_ev": -3.189, "multiplicity": 1}

=====

Entry 6:
{"formula": "C2H6O2S2", "method": "ωB97M-V/def2-TZVPD", "symbols": ["S", "O", "O", "H", "C", "H", "H", "H", "S", "H", "C", "H"], "coordinates": [[-0.77258, 1.94886, -1.52120], [1.46310, -1.36596, 1.52616], [1.39800, 0.89968, 1.49894], [-1.59051, -1.85774, -0.93973], [-1.54560, -0.82798, -0.60444], [0.48029, 0.64164, 1.29115], [3.05077, -0.16439, 1.89777], [-2.44921, -0.40412, -1.06642], [-0.18660, -0.05396, -1.47853], [-0.18178, 2.18200, -2.69343], [1.99582, -0.30147, 1.62948], [-1.66171, -0.69657, 0.46025]], "gap_ev": 8.980, "charge": 0, "e_above_lowest_kj_mol": 41.1, "e_lumo_ev": 0.491, "multiplicity": 1}

=====

Entry 7:
{"formula": "C4H7NO2", "method": "ωB97M-V/def2-TZVPD", "symbols": ["O", "H", "H", "C", "H", "H", "O", "H", "N", "C", "H", "C", "C", "H"], "coordinates": [[-2.87170, -1.08566, 0.38583], [1.47177, 1.25983, -0.52692], [-1.46021, 1.33936, -0.82118], [0.73169, 0.97159, 0.47879], [-0.36348, 1.57353, 0.43789], [-0.79670, -1.75513, -0.47768], [-2.37312, 0.88480, -0.47037], [2.13537, -1.92167, -0.50703], [1.79074, -0.82981, -0.27984], [-0.78120, -0.76838, -0.05974], [1.48565, 1.34957, 1.32672], [0.48423, -0.43939, 0.16362], [-2.01505, -0.28391, 0.19523], [2.56201, -0.29474, 0.15469]], "gap_ev": 9.658, "charge": 0, "e_above_lowest_kj_mol": 442.6, "e_lumo_ev": 0.451, "multiplicity": 1}

=====

Entry 8:
{"formula": "C3H10NS", "method": "ωB97M-V/def2-TZVPD", "symbols": ["H", "H", "S", "H", "H", "C", "N", "H", "C", "C", "H", "H", "H", "H", "H"], "coordinates": [[1.41031, 1.23164, 1.04042], [1.58337, -0.41469, 1.29548], [1.40446, 0.15501, -1.42626], [-0.20423, 1.97756, -0.30083], [-1.21405, 1.14995, -1.37327], [-0.81260, 1.09918, -0.34242], [0.12120, 0.03783, -0.11585], [0.17461, -1.97211, -0.16329], [-0.61774, -1.23016, -0.07687], [0.88484, 0.32220, 1.12639], [0.90053, -1.06143, -1.82456], [-1.57231, 1.08871, 0.36651], [0.21548, 0.41611, 1.91898], [-1.14073, -1.37157, 0.83847], [-1.13314, -1.42822, -0.96288]], "gap_ev": 10.349, "charge": 1, "e_above_lowest_kj_mol": 192.1, "e_lumo_ev": -4.681, "multiplicity": 1}

=====

no.,strongest force on any atom (eV/Å)
1,3.02
2,0.56
3,1.13
4,0.79
5,2.57
6,2.16
7,8.13
8,3.33